C4H9NO2 in the gas phase, computed with ωB97M-V/def2-TZVPD.

Values from the calculation:
* HOMO level: -9.70 eV
* charge: 0
* multiplicity: 1
* ΔE to the lowest compared entry with this formula, charge and spin: 45.49 kcal per mole

```
16
C4H9NO2, DFT ωB97M-V/def2-TZVPD
C 2.50 -0.18 -1.19
N 1.16 0.10 -0.71
C 1.06 0.67 0.42
O -0.10 1.04 0.98
C -1.29 0.75 0.24
C -1.84 -0.62 0.63
O -2.91 -0.99 -0.20
H 2.62 -1.27 -1.31
H 2.63 0.28 -2.18
H 3.29 0.19 -0.53
H 1.90 0.94 1.07
H -2.00 1.55 0.49
H -1.06 0.77 -0.83
H -1.01 -1.35 0.62
H -2.24 -0.57 1.65
H -2.53 -1.20 -1.06
```